Record 1
134
Properties=species:S:1:pos:R:3:forces:R:3:mulliken_charge:R:1 method="wB97M-V/def2-TZVPD" energy_ha=-4166.5090 total_charge=0 homo_energy_ev=-7.510
Bi 0.43680 0.05052 -0.22846 -0.5908 -0.4974 -0.3042 2.150
C 2.09269 -0.80585 3.16331 -0.0492 -0.1054 -0.2835 -1.141
Si 0.91946 0.42535 2.34110 0.4205 -0.0418 0.7457 1.680
C 1.90180 2.06395 2.24977 -0.1810 0.0283 -0.0849 0.547
C 3.12736 2.20479 2.90805 -0.0309 -0.0717 0.0202 -0.403
C 3.95544 3.29044 2.66505 0.0315 0.0225 0.0146 -0.879
C 3.56743 4.28137 1.77266 -0.0244 -0.0053 -0.0023 -1.023
C 2.33604 4.19209 1.14442 0.0206 -0.0333 0.0706 -0.155
C 1.51824 3.08543 1.36290 -0.1208 0.1035 0.1108 0.292
P -0.15540 2.96320 0.62148 0.2666 0.4259 -0.0864 0.319
C -0.91299 4.48210 1.34339 0.0205 -0.2412 0.0153 0.581
C -1.05691 5.68833 0.66628 -0.0038 -0.0047 -0.0141 -0.395
C -1.51964 6.81194 1.34050 -0.0142 -0.0030 -0.0147 -0.646
C -1.84808 6.73859 2.68641 -0.0007 0.0124 -0.0351 -0.590
C -1.73043 5.52997 3.36013 -0.0043 0.0132 0.0210 -0.789
C -1.26920 4.40780 2.69073 0.0084 -0.0936 0.0118 -0.526
C 0.04768 3.36578 -1.15265 -0.1365 0.1392 0.1503 0.691
C -1.13946 3.51229 -1.87559 0.0458 -0.0033 -0.0450 -0.977
C -1.10719 3.73477 -3.24188 -0.0493 -0.0757 0.0345 -0.777
C 0.11162 3.78823 -3.90603 -0.0510 -0.0333 -0.0296 -0.625
C 1.29065 3.63821 -3.19654 0.0580 -0.0102 -0.0015 -0.744
C 1.26514 3.43048 -1.82294 -0.0160 -0.0310 0.0634 -0.211
C -0.49173 0.44325 3.62861 -0.2751 -0.1951 -0.2932 0.206
C -0.15031 0.92479 4.90086 0.1422 0.1439 -0.1479 -0.524
C -0.96908 0.73550 5.99800 -0.0168 -0.0024 0.0863 -0.811
C -2.15896 0.03103 5.85945 -0.0443 -0.0175 0.0306 -0.922
C -2.53618 -0.43097 4.61308 0.0597 0.1131 0.0029 -0.009
C -1.72569 -0.22089 3.49238 0.0175 0.0809 0.0285 -0.397
P -2.37571 -0.71699 1.83822 0.0259 0.1084 0.0093 1.612
C -3.98257 0.18851 1.91838 0.1069 -0.0094 -0.0613 0.314
C -5.25021 -0.37326 2.01922 0.0330 0.0151 0.0785 -0.489
C -6.37590 0.44277 2.07608 -0.0229 -0.0369 -0.0150 -0.693
C -6.24952 1.82179 2.03401 0.0242 0.0149 0.0038 -0.615
C -4.98681 2.39301 1.92117 -0.0122 0.0131 0.0017 -0.589
C -3.86772 1.58117 1.85269 -0.0129 -0.0916 -0.0204 -0.795
C -2.80705 -2.47839 2.07127 0.1196 0.0204 -0.0615 0.363
C -2.18511 -3.26293 3.04181 -0.1006 0.0264 0.0168 -0.686
C -2.42637 -4.62855 3.10805 0.0050 -0.0213 -0.0241 -0.721
C -3.28909 -5.23048 2.20414 0.0168 -0.0176 0.0398 -0.588
C -3.88858 -4.46362 1.21388 -0.0198 0.0317 -0.0254 -0.719
C -3.63532 -3.10216 1.13414 0.0557 -0.0419 -0.0092 -0.659
H 2.35031 -0.48750 4.17762 -0.0498 0.0211 -0.0384 0.569
H 1.59942 -1.77901 3.23873 0.0093 0.0261 0.0056 0.251
H 3.00519 -0.94062 2.57998 0.0046 -0.0147 0.0237 0.117
H 3.44730 1.44513 3.61309 0.0327 0.0139 -0.0738 0.378
H 4.91016 3.36384 3.17245 -0.0233 -0.0020 -0.0119 0.429
H 4.21846 5.12271 1.57169 -0.0070 0.0047 0.0286 0.437
H 2.01230 4.98083 0.47480 -0.0066 -0.0025 0.0146 0.502
H -0.80620 5.75995 -0.38423 0.0429 -0.0168 -0.0092 0.364
H -1.61736 7.75029 0.80826 -0.0017 -0.0196 0.0116 0.428
H -2.19507 7.62179 3.20849 -0.0141 -0.0313 -0.0130 0.389
H -1.99674 5.46456 4.40803 0.0152 -0.0226 -0.0246 0.463
H -1.16756 3.46349 3.21985 -0.0073 0.0395 0.0067 0.246
H -2.08972 3.44457 -1.35253 -0.0136 -0.0093 -0.0804 0.635
H -2.02955 3.83153 -3.80087 0.0034 -0.0049 0.0260 0.365
H 0.13017 3.91824 -4.98015 0.0247 0.0183 0.0186 0.386
H 2.24246 3.67372 -3.71198 -0.0132 -0.0253 0.0134 0.452
H 2.19520 3.29787 -1.28575 0.0012 -0.0193 -0.0398 0.065
H 0.78615 1.46330 5.02676 -0.0296 -0.0429 0.0221 0.379
H -0.67895 1.12040 6.96874 0.0149 0.0027 -0.0414 0.428
H -2.79110 -0.14777 6.72101 0.0004 0.0233 -0.0285 0.416
H -3.47617 -0.95940 4.49841 -0.0044 0.0322 -0.0086 0.511
H -5.36870 -1.44780 2.07173 -0.0007 -0.0004 0.0086 0.474
H -7.35879 -0.00589 2.15818 0.0299 -0.0054 0.0063 0.420
H -7.12914 2.45102 2.08901 0.0152 -0.0126 -0.0172 0.381
H -4.87430 3.47038 1.88427 0.0078 -0.0277 -0.0020 0.520
H -2.88237 2.02477 1.75264 0.0155 0.0443 -0.0121 -0.024
H -1.50756 -2.80427 3.75184 -0.0263 -0.0273 0.0056 0.352
H -1.93693 -5.22391 3.86919 -0.0076 0.0183 -0.0137 0.427
H -3.48411 -6.29417 2.26578 0.0034 0.0290 -0.0154 0.402
H -4.55427 -4.92953 0.49591 0.0289 0.0153 0.0142 0.456
H -4.06360 -2.52546 0.32194 -0.0244 0.0494 -0.0018 0.677
N -3.03049 -0.39451 -1.85839 -0.0717 0.0247 0.1215 0.102
C -3.06801 0.39547 -3.08857 0.1096 -0.0782 -0.1950 1.111
C -4.29994 0.07569 -3.96428 -0.0473 -0.0090 0.1275 -1.185
C -4.76372 -1.38625 -3.98073 0.1737 0.0310 -0.0894 -0.101
C -4.08189 -2.28641 -5.01324 -0.0607 0.0469 0.1531 -1.309
N -2.64648 -2.47472 -4.81593 0.0215 0.2847 0.1146 -0.107
C -2.09325 -3.22599 -3.86746 -0.1527 0.0779 -0.1568 0.877
N -2.80914 -4.17952 -3.24865 0.1513 -0.0252 -0.0646 -0.393
N -0.80517 -3.09571 -3.58402 -0.0265 0.2406 -0.1464 -0.130
C -1.72273 0.26392 -3.86884 0.1641 -0.6819 -0.0776 -0.103
O -1.76884 0.39157 -5.11036 -0.0018 -0.0320 0.1064 -0.868
O -0.70597 -0.05016 -3.18478 -0.2305 -0.0554 -0.1026 -0.609
H -2.05991 -0.63618 -1.68945 0.0946 0.0035 -0.0276 -0.442
H -3.32845 0.15876 -1.06408 -0.0679 -0.0340 0.0390 0.003
H -3.12872 1.45859 -2.84869 -0.0182 0.2183 -0.0161 -0.056
H -4.08509 0.41751 -4.97838 -0.0175 0.0548 0.0288 0.386
H -5.13421 0.67497 -3.58931 -0.0196 -0.0364 0.0054 0.531
H -5.83173 -1.41215 -4.21359 -0.0056 -0.0332 0.0300 0.450
H -4.62664 -1.80445 -2.98106 -0.0595 -0.0155 0.0288 -0.160
H -4.19219 -1.85874 -6.00904 0.0140 -0.0237 -0.0199 0.421
H -4.57384 -3.26257 -5.03704 0.0369 -0.0326 -0.0784 0.408
H -2.07383 -1.71503 -5.18220 0.0426 0.0890 0.0634 0.265
H -3.79399 -4.26669 -3.40668 -0.0249 0.0067 -0.0028 0.217
H -2.39941 -4.65996 -2.46684 -0.0317 0.0402 0.0719 0.221
H -0.39795 -2.16944 -3.71694 -0.0670 0.0226 0.0255 0.139
H -0.40138 -3.65818 -2.84019 0.1834 0.0576 0.3197 0.102
C 6.86236 -1.95399 0.34341 -0.0357 -0.0527 -0.0257 -2.173
C 5.38662 -2.01987 -0.01281 0.0474 0.1879 0.0073 2.171
C 4.82515 -2.01166 -1.45511 0.0043 0.0845 0.0653 1.629
C 3.54171 -2.69994 -1.72907 -0.0722 -0.0695 0.1372 0.179
C 3.03387 -2.69571 -3.14633 0.0311 0.2327 0.0989 -2.131
C 2.78269 -3.10740 -0.68850 0.1495 0.0399 -0.1542 1.072
C 3.38143 -3.35134 0.62106 0.0008 -0.0381 0.1459 0.585
C 2.60580 -4.20002 1.59480 0.0528 0.0122 -0.1484 -1.671
C 4.61828 -2.91568 0.88747 -0.0860 0.1081 0.0178 -1.431
C 1.28803 -3.19984 -0.83601 -0.4634 0.1387 0.0495 -0.869
O 0.75241 -4.11697 -1.45900 0.0062 -0.0160 0.0452 -0.904
O 0.60572 -2.24201 -0.26731 0.3904 -0.1915 -0.1586 -1.032
H 7.30277 -0.98526 0.14592 0.0295 0.0346 -0.0309 0.359
H 7.42913 -2.71160 -0.20138 0.0214 0.0343 0.0066 0.342
H 6.97089 -2.15886 1.41067 -0.0159 -0.0184 -0.0364 0.565
H 5.12922 -1.13789 -3.36361 -0.0033 -0.0318 -0.0408 0.226
H 3.71791 -3.24902 -3.79293 -0.0339 0.0076 -0.0295 0.381
H 2.96291 -1.67811 -3.54492 -0.0127 -0.0294 -0.0207 0.434
H 2.05653 -3.16460 -3.20961 0.0455 -0.0443 -0.0208 0.363
H 1.57765 -3.83902 1.67038 0.0027 -0.0035 0.0746 0.206
H 3.06370 -4.18238 2.58295 -0.0115 -0.0030 -0.0069 0.418
H 2.55920 -5.23589 1.24699 -0.0353 0.0397 0.0117 0.394
H 5.11201 -3.21565 1.80629 -0.0392 0.0425 0.0042 0.398
O 3.69684 1.27468 -0.94918 -0.1834 0.0811 0.0237 -1.053
B 2.74391 0.43976 -0.37608 0.4722 0.1209 -0.0523 0.755
O 3.33935 -0.69504 0.06440 -0.1496 -0.0806 0.1743 0.272
C 4.61813 -0.79919 -0.49214 -0.0495 -0.3181 -0.3885 -0.231
C 5.72530 -1.73072 -2.66130 -0.0391 0.0275 0.1775 -0.495
C 7.02397 -0.98977 -2.46027 -0.0490 -0.0632 -0.0466 -1.127
C 7.09822 0.28900 -2.08951 0.1032 -0.0029 0.0401 -0.710
C 5.93491 1.07099 -1.69524 -0.0230 0.0810 -0.0234 -0.846
C 4.88191 0.55437 -1.05614 0.2620 -0.0586 0.0776 0.299
H 5.93534 -2.68721 -3.14119 0.0104 -0.0022 -0.0545 0.559
H 7.93569 -1.52148 -2.71214 -0.0137 0.0443 0.0318 0.411
H 8.06074 0.79315 -2.09849 -0.0238 -0.0608 0.0249 0.377
H 5.89462 2.11796 -1.97774 -0.0992 -0.0566 -0.0052 0.560

***

Record 2
15
Properties=species:S:1:pos:R:3:forces:R:3:mulliken_charge:R:1 method="wB97M-V/def2-TZVPD" energy_ha=-304.6561 total_charge=0 smiles="C[C@H]1CN1C=C=N" homo_energy_ev="-7.950 / -7.951"
C 1.84029 -1.09144 0.27904 0.0429 -0.0369 -0.0435 -1.357
C 0.69275 -0.27837 -0.25716 0.1649 0.0313 0.0327 0.271
C -0.54060 -0.90697 -0.80737 -0.0964 -0.2061 -0.2084 -0.498
N -0.49809 -0.37687 0.55835 0.0894 -0.2868 0.6110 -0.242
C -1.22686 0.72829 0.94936 0.0473 -0.4769 0.3615 -0.316
C -0.79671 1.97207 0.80101 -1.0275 -0.6991 -1.2072 0.109
N -1.07963 2.74551 -0.16974 0.0638 0.9630 -0.0146 -0.581
H 1.45368 -2.02187 0.70910 0.1341 0.1363 -0.1103 0.339
H 2.34126 -0.52878 1.07450 -0.0296 -0.1257 -0.1341 0.286
H 2.57015 -1.32102 -0.50196 -0.0601 0.0057 0.0856 0.341
H 0.94544 0.69610 -0.68394 -0.1519 -0.1728 0.1581 0.487
H -1.06520 -0.36398 -1.59768 0.0304 -0.0074 0.3675 0.258
H -0.63977 -1.98729 -0.85696 0.0890 0.0908 -0.0424 0.254
H -1.72307 2.12910 -0.70530 0.5398 1.2561 -0.5253 0.254
H -2.27363 0.60552 1.20877 0.1641 -0.4715 0.6693 0.394

***

Record 3
35
Properties=species:S:1:pos:R:3:forces:R:3:lowdin_spin:R:1 method="wB97M-V/def2-TZVPD" energy_ha=-2303.1700 total_charge=+2 spin_multiplicity=5 s_squared=6.03 homo_energy_ev="-12.961 / -15.512"
C 2.12671 -2.33090 -0.32728 -0.5685 -0.3233 0.0760 0.045
C 3.43250 -1.89593 0.27665 -0.8666 -3.1950 1.7135 0.037
H 2.24570 -3.21940 -0.97480 0.3713 0.3399 0.2401 -0.001
H 1.65163 -1.52808 -0.91166 0.3792 -0.1552 0.3246 0.015
H 1.46710 -2.65941 0.49311 0.1977 0.1822 -0.1861 0.001
O 3.98704 -2.51685 1.18791 -0.6021 1.8600 -1.9528 0.579
I 4.37905 -0.24790 -0.34089 1.2424 1.2794 -0.1247 0.343
Rh -1.58222 -0.54659 -0.83682 -2.2249 -2.1951 0.7921 1.833
P -0.86216 0.78731 -2.37053 1.0521 2.4256 -2.8066 0.221
C 0.89384 1.17101 -2.62718 0.4186 0.1308 0.2964 0.038
C -1.15396 -0.57567 -3.54694 -0.1581 0.4418 -0.1456 0.069
H -2.76643 2.32356 -2.61732 0.4264 -0.0636 -0.0910 0.001
H -1.46953 2.63002 -3.83218 -0.0476 0.0237 -0.0244 0.008
H -1.23453 3.13761 -2.12997 -0.3731 -0.6160 -0.4680 0.001
C -1.68132 2.35845 -2.79755 0.0101 0.1769 0.3898 0.036
H -2.15525 -0.97044 -3.30689 0.2546 -0.1003 -0.7584 0.007
H -1.08192 -0.16814 -4.57257 -0.1467 -0.5954 0.2636 0.018
H 1.09367 1.39526 -3.67748 -0.0870 -0.0046 0.0074 0.009
H 1.54198 0.33256 -2.32629 -0.2804 0.1875 -0.1076 0.003
H -0.37905 -1.33134 -3.34757 -0.2581 0.1056 -0.3951 0.005
H 1.17132 2.04186 -2.01931 -0.0751 -0.2148 -0.1912 0.000
C -0.37806 0.43905 0.26595 4.4456 1.9040 2.0711 0.158
O 0.56750 1.18589 0.32431 -3.1059 -2.0154 -0.1672 0.020
Cl -3.49682 0.45030 -0.26012 -0.5433 0.1023 0.0848 0.428
Cl 1.90321 -0.22831 4.85275 0.0296 -0.0112 0.2713 0.002
C 0.47059 -0.56071 3.97626 -0.5928 0.1708 -0.1140 0.004
C -0.43583 -1.55607 4.36556 0.0880 0.1831 -0.8686 0.000
C -1.54097 -1.77436 3.53485 0.2502 0.0425 0.1730 0.003
C -1.66824 -1.04628 2.35704 0.0919 -0.4622 -0.2881 0.019
N -0.72629 -0.19639 1.95058 0.7988 1.5478 2.1240 0.079
C 0.24545 0.17386 2.81625 -0.2915 -1.6642 -0.0480 0.007
H -0.22232 -2.16325 5.23444 -0.1777 0.0249 0.0638 0.000
H -2.26973 -2.55552 3.73914 0.0777 0.3140 0.1786 0.001
H -2.52149 -1.17223 1.69416 0.1564 -0.1666 0.0363 0.008
H 0.94683 0.93073 2.53358 0.1091 0.3398 -0.3692 0.001